1.
Density functional theory data (the ωB97M-V functional and the def2-TZVPD basis) for a 8-piece molecular cluster, C35H68O11S7 overall.

Each line ends with the Löwdin charge.
Geometry (Å):
C1 -3.28924 4.00913 -0.13386  -0.06
C2 -3.09454 2.69566 0.63734  -0.26
O1 -3.38304 1.55087 -0.14357  -0.15
C3 -2.29390 1.17577 -0.98490  -0.20
C4 -1.47713 0.07671 -0.30571  -0.09
C5 -2.26138 -1.07464 0.27697  -0.06
C6 -1.73940 -1.88224 1.22081  -0.06
C7 -0.34417 -1.68762 1.75124  -0.11
O2 -0.27157 -2.09407 3.11072  -0.06
C8 0.54985 -1.31771 3.89857  -0.23
C9 1.90681 -1.27532 3.65159  0.03
C10 2.74381 -0.49420 4.44714  -0.27
C11 4.22389 -0.43862 4.17768  -0.05
C12 2.17663 0.22711 5.48755  -0.05
C13 0.81094 0.16745 5.73065  -0.02
C14 -0.03534 -0.60930 4.94993  -0.12
C15 -1.52849 -0.72834 5.17888  -0.35
C16 -1.86425 -2.15234 5.68609  -0.05
C17 -2.05700 0.29400 6.17849  -0.09
C18 -2.52417 -3.04435 1.73821  -0.34
O3 -1.99130 -4.00800 2.24552  0.12
C19 -3.99179 -3.01533 1.54072  0.03
C20 -4.51089 -2.22744 0.60511  0.03
C21 -3.62833 -1.39128 -0.24311  -0.32
O4 -3.99477 -1.06612 -1.35391  0.10
H1 -2.33916 4.51791 -0.29208  0.06
H2 -3.94612 4.68450 0.41212  0.07
H3 -3.74420 3.80075 -1.10031  0.08
H4 -3.76949 2.65689 1.49181  0.12
H5 -2.07539 2.64960 1.03268  0.12
H6 -2.65916 0.86167 -1.95591  0.11
H7 -1.63436 2.03510 -1.07805  0.10
H8 -0.74529 -0.33143 -1.01251  0.13
H9 -0.89316 0.56231 0.47564  0.11
H10 -0.05333 -0.64084 1.68072  0.13
H11 0.37062 -2.26125 1.14898  0.14
H12 2.31959 -1.85214 2.83193  0.13
H13 4.69630 -1.39739 4.39087  0.08
H14 4.41486 -0.20534 3.12941  0.08
H15 4.68801 0.34563 4.77186  0.07
H16 2.81161 0.83184 6.11993  0.09
H17 0.40296 0.73840 6.55178  0.10
H18 -2.03845 -0.60249 4.22238  0.13
H19 -1.16102 -2.89113 5.31084  0.08
H20 -1.81760 -2.16897 6.77569  0.08
H21 -2.86170 -2.46084 5.37307  0.08
H22 -1.81959 1.31749 5.88839  0.08
H23 -3.14011 0.19924 6.25917  0.08
H24 -1.63554 0.10536 7.16534  0.08
H25 -4.58308 -3.70690 2.12579  0.12
H26 -5.56592 -2.23706 0.36803  0.12
C22 -0.50152 -4.62820 -0.72899  -0.26
S1 0.98889 -5.57679 -1.02335  0.84
O5 2.02112 -4.56717 -1.39081  -0.56
C23 0.44485 -6.31270 -2.56779  -0.26
H27 -0.34606 -4.05047 0.17665  0.02
H28 -0.67166 -3.96496 -1.57890  0.04
H29 -1.34730 -5.30105 -0.58475  0.07
H30 0.19473 -5.52009 -3.27308  0.03
H31 -0.41397 -6.95650 -2.37561  0.05
H32 1.26876 -6.90307 -2.96312  0.05
C24 4.29312 -3.74618 -6.49818  -0.27
S2 3.59495 -4.78714 -5.21098  0.80
O6 2.17898 -5.05627 -5.59838  -0.57
C25 3.54469 -3.53093 -3.94096  -0.26
H33 4.35883 -4.33740 -7.40942  0.05
H34 3.63980 -2.88779 -6.65511  0.06
H35 5.28919 -3.42433 -6.19517  0.05
H36 2.95341 -2.68618 -4.30160  0.05
H37 4.56025 -3.21983 -3.69345  0.06
H38 3.05154 -3.97451 -3.07667  0.01
C26 2.33761 2.31996 -2.83183  -0.26
S3 1.67956 3.76352 -1.98676  0.81
O7 0.62216 3.25783 -1.05903  -0.57
C27 0.78968 4.40630 -3.39903  -0.26
H39 2.89429 1.73963 -2.09892  0.05
H40 1.52129 1.72179 -3.23854  0.06
H41 3.00600 2.64588 -3.62843  0.06
H42 0.09252 3.64472 -3.74553  0.05
H43 1.48985 4.67379 -4.18903  0.07
H44 0.25073 5.29535 -3.08331  0.03
C28 -1.92813 -1.74254 -3.76152  -0.26
S4 -0.49032 -2.66431 -4.32308  0.78
O8 0.47502 -1.67022 -4.86023  -0.54
C29 -1.28163 -3.44413 -5.72949  -0.25
H45 -1.63272 -1.15006 -2.89759  0.02
H46 -2.27364 -1.08056 -4.55629  0.05
H47 -2.71652 -2.43713 -3.46955  0.06
H48 -1.66881 -2.67465 -6.39804  0.05
H49 -2.08502 -4.09275 -5.37921  0.06
H50 -0.51847 -4.03538 -6.23346  0.05
C30 4.40590 -1.46967 8.78387  -0.26
S5 2.75624 -0.81203 9.04943  0.80
O9 2.77778 0.60051 8.58989  -0.55
C31 2.86555 -0.73639 10.84158  -0.27
H51 4.55033 -1.55967 7.70890  0.04
H52 5.14038 -0.78208 9.20298  0.06
H53 4.48408 -2.45226 9.24909  0.05
H54 3.70748 -0.10475 11.12354  0.06
H55 2.98431 -1.74282 11.24358  0.05
H56 1.93748 -0.30235 11.20663  0.05
C32 -3.40140 2.84748 -5.60022  -0.27
S6 -1.97174 1.90892 -6.15422  0.78
O10 -0.98988 2.88740 -6.68597  -0.55
C33 -2.78391 1.15672 -7.56939  -0.27
H57 -3.09431 3.43354 -4.73639  0.04
H58 -3.73327 3.50914 -6.40035  0.06
H59 -4.19682 2.15974 -5.31260  0.05
H60 -3.15692 1.93861 -8.23073  0.06
H61 -3.60031 0.52235 -7.22322  0.05
H62 -2.04212 0.55326 -8.08824  0.05
C34 2.14321 9.51343 -1.75950  -0.27
S7 1.80967 7.88849 -1.06885  0.81
O11 2.49542 6.90425 -1.94621  -0.57
C35 0.06535 7.85331 -1.49914  -0.27
H63 3.20511 9.71046 -1.63096  0.05
H64 1.89099 9.51475 -2.81980  0.06
H65 1.56228 10.26272 -1.22178  0.05
H66 -0.04606 7.97130 -2.57746  0.06
H67 -0.45396 8.65065 -0.96789  0.05
H68 -0.32944 6.88884 -1.18374  0.04

Cartesian forces, eV/Å:
C 0.1 -0.1 0.1
C -0.1 0.2 0.1
O -0.1 -0.2 -0.2
C 0.2 0.1 0.6
C -0.1 -0.1 -0.3
C 0.1 0.0 0.3
C -0.1 0.3 0.0
C 0.1 -0.3 0.1
O -0.2 0.1 0.0
C 0.0 0.0 0.0
C 0.2 0.1 0.0
C -0.1 0.0 0.0
C -0.2 0.1 -0.1
C 0.2 -0.1 -0.1
C -0.1 -0.1 0.0
C 0.0 0.1 -0.1
C 0.1 -0.4 0.4
C 0.1 0.1 -0.1
C -0.1 0.0 -0.2
C 0.2 -0.2 0.0
O -0.1 0.1 0.0
C -0.1 0.2 -0.1
C -0.1 -0.2 0.3
C 0.0 -0.1 -0.2
O 0.0 0.0 0.1
H 0.0 0.0 -0.1
H 0.0 0.0 0.0
H 0.0 0.0 0.0
H -0.1 -0.1 0.0
H 0.0 -0.1 0.0
H -0.2 0.1 0.0
H 0.2 0.1 -0.4
H 0.1 0.2 0.0
H 0.0 -0.1 0.1
H 0.0 0.0 -0.1
H 0.0 0.0 0.0
H 0.0 0.0 0.0
H 0.1 0.0 0.1
H 0.0 0.0 0.0
H 0.1 -0.1 0.1
H -0.1 0.0 0.1
H 0.0 0.0 0.1
H 0.1 0.1 -0.1
H 0.0 0.0 -0.1
H 0.0 -0.1 0.1
H -0.1 0.0 0.1
H 0.0 0.0 0.0
H 0.0 0.0 0.0
H 0.0 0.1 0.1
H 0.0 -0.1 0.0
H 0.0 0.1 -0.1
C -0.2 0.0 0.0
S -0.1 0.1 -0.2
O 0.2 0.0 0.2
C 0.0 -0.1 0.0
H 0.0 -0.1 0.1
H 0.1 0.0 0.0
H 0.0 0.0 0.0
H 0.1 0.0 0.0
H 0.0 0.0 0.0
H 0.0 0.0 0.0
C 0.0 0.0 -0.1
S 0.0 0.1 0.0
O -0.2 0.0 0.0
C -0.1 0.1 0.0
H 0.0 0.0 0.0
H 0.0 0.0 0.0
H 0.0 0.0 0.0
H 0.0 0.0 0.0
H 0.0 -0.1 0.0
H 0.1 0.0 0.0
C 0.0 -0.1 0.0
S 0.0 -0.1 0.0
O -0.2 -0.1 0.2
C 0.0 0.1 -0.2
H 0.0 0.0 0.0
H 0.0 0.0 0.0
H 0.0 0.0 0.0
H 0.0 0.0 0.0
H 0.0 0.0 0.0
H 0.0 0.0 0.1
C 0.0 0.0 0.0
S 0.0 0.0 0.1
O 0.0 0.1 0.0
C 0.0 0.0 -0.1
H 0.0 0.0 0.0
H 0.0 0.0 0.0
H 0.0 0.0 0.0
H 0.0 0.0 0.0
H 0.0 0.0 0.0
H 0.0 0.0 0.0
C 0.1 0.0 0.0
S -0.1 0.1 0.1
O 0.0 0.1 0.0
C 0.0 -0.1 0.1
H 0.0 0.0 0.0
H 0.0 0.0 0.0
H 0.0 0.0 0.0
H 0.0 0.0 0.0
H 0.0 0.0 0.0
H 0.0 0.0 0.0
C -0.1 0.0 0.0
S 0.0 -0.1 0.1
O 0.0 0.1 0.0
C 0.0 0.0 -0.1
H 0.0 0.0 0.0
H 0.0 0.0 0.0
H 0.0 0.0 0.0
H 0.0 0.0 0.0
H 0.0 0.0 0.0
H 0.0 0.0 0.0
C 0.0 0.1 0.0
S 0.1 0.0 0.1
O -0.1 0.0 -0.1
C -0.1 0.0 0.0
H 0.0 0.0 0.0
H 0.0 0.0 0.0
H 0.0 0.0 0.0
H 0.0 0.0 0.0
H 0.0 0.0 0.0
H 0.0 0.0 0.0

The LUMO energy comes out at -0.0369 Ha. The HOMO energy is -8.3 eV. The HOMO-LUMO gap comes out at 7.25 eV.

=====

2.
Density functional theory data (the ωB97M-V functional and the def2-TZVPD basis) for a 7-piece molecular cluster, C35H70Cl8N3O3 overall.

Each line ends with the Mulliken spin population.
Geometry (Å):
C1 11.88154 7.58849 2.26087  0.01
C2 11.37296 8.92856 2.84979  0.00
C3 11.89042 8.82158 4.36770  0.01
C4 11.78757 10.11818 5.16213  -0.01
C5 12.50816 11.22577 4.43109  0.00
C6 12.05764 11.48567 2.95160  0.00
N1 11.86915 10.17835 2.26185  0.40
O1 11.54680 10.26742 0.93787  0.53
C7 10.70595 12.24479 3.03111  0.02
C8 13.18058 12.27451 2.30202  0.01
C9 9.84209 8.72177 3.01117  0.05
H1 11.31741 7.16440 1.42629  0.01
H2 12.01462 6.79168 2.98973  0.00
H3 12.81736 7.72771 1.71229  0.00
H4 11.44258 7.94451 4.83444  0.00
H5 12.95228 8.55903 4.38058  0.00
H6 12.38272 10.01464 6.07198  0.00
H7 10.76657 10.37242 5.45157  0.00
H8 13.58199 11.04570 4.52361  0.00
H9 12.42768 12.17545 4.96457  0.00
H10 10.04442 11.51276 3.49163  0.00
H11 10.86199 13.22243 3.48560  0.00
H12 10.28287 12.48252 2.05360  0.00
H13 12.81071 12.53368 1.30672  0.00
H14 13.38412 13.21066 2.81922  0.00
H15 14.06457 11.67397 2.09131  0.00
H16 9.40467 9.38389 3.76263  0.00
H17 9.65496 7.74025 3.44461  0.00
H18 9.36072 8.93461 2.05555  -0.02
C10 9.05851 10.33127 -1.37890  -0.01
C11 8.52323 8.95156 -1.69230  -0.02
C12 9.89513 8.17240 -1.77004  0.04
C13 9.76685 6.66386 -1.85258  -0.02
C14 8.97118 6.12504 -0.68371  0.03
C15 7.62029 6.89031 -0.52878  -0.01
N2 7.75088 8.34767 -0.55033  0.40
O2 6.75265 9.12856 -0.05477  0.55
C16 6.61244 6.29290 -1.50503  0.04
C17 7.23172 6.53640 0.96681  -0.04
C18 7.90660 8.90909 -3.10918  0.03
H19 9.35314 10.43403 -0.33584  0.01
H20 8.25989 11.06926 -1.50271  0.00
H21 9.78484 10.58347 -2.14898  0.00
H22 10.56568 8.51183 -2.56532  0.00
H23 10.56823 8.53669 -0.98793  -0.01
H24 10.75952 6.21233 -1.91282  0.00
H25 9.27057 6.27039 -2.74319  0.00
H26 9.60840 6.11629 0.20290  0.00
H27 8.83370 5.06230 -0.89099  0.00
H28 6.96408 6.21879 -2.53560  0.00
H29 6.28540 5.31268 -1.15827  0.00
H30 5.69324 6.86203 -1.65677  0.00
H31 7.17458 5.47439 1.21290  0.00
H32 7.94697 6.97724 1.65974  0.00
H33 6.20460 6.86555 1.13300  0.01
H34 8.39609 9.72801 -3.63450  0.00
H35 6.84328 9.15067 -3.08514  0.00
H36 8.07665 7.93576 -3.56410  0.00
C19 3.18604 8.09252 7.77084  0.00
C20 1.79044 8.70642 7.75103  0.01
C21 0.90964 7.80610 8.62792  0.01
C22 -0.41218 8.40376 8.96738  0.00
C23 -0.32744 9.81232 9.57108  0.00
C24 0.56681 10.77342 8.80184  0.02
N3 1.86937 10.05015 8.40501  0.37
O3 2.68305 10.95523 7.78878  0.56
C25 -0.17861 11.11401 7.48216  0.04
C26 0.72608 12.04980 9.58028  0.00
C27 1.37460 8.71290 6.24205  0.03
H37 3.04565 7.21512 7.14197  0.00
H38 3.54739 8.05902 8.79840  -0.01
H39 3.89389 8.75190 7.26554  0.00
H40 0.63760 6.91719 8.05582  0.00
H41 1.58855 7.58994 9.45347  0.00
H42 -1.12992 7.68736 9.36945  0.00
H43 -0.94797 8.60568 8.03366  0.00
H44 -0.27601 9.92532 10.65612  0.00
H45 -1.36747 10.12590 9.43603  0.00
H46 0.32459 11.89459 6.91114  -0.01
H47 -0.57782 10.30548 6.87680  -0.01
H48 -1.05041 11.66751 7.84296  0.00
H49 1.02211 11.83087 10.60763  0.00
H50 1.40093 12.81988 9.20960  0.00
H51 -0.25239 12.53019 9.62374  0.00
H52 0.43961 8.15698 6.12772  0.00
H53 2.07671 8.17275 5.61046  0.00
H54 1.17317 9.66050 5.74626  0.00
Cl1 3.77385 1.55923 1.12239  0.00
C28 3.55400 2.98874 2.20009  0.00
C29 4.65881 3.03464 3.28741  0.00
Cl2 4.54160 1.66572 4.40428  0.00
H55 2.51825 3.09091 2.51281  0.00
H56 3.72644 3.70731 1.40006  0.00
H57 4.73572 3.84899 4.00774  0.00
H58 5.67583 3.03984 2.89601  0.00
Cl3 5.15606 6.63983 4.52359  0.00
C30 5.96563 8.19859 4.25161  0.00
C31 5.20571 9.14081 3.38883  0.00
Cl4 3.49574 9.48094 3.82649  0.00
H59 6.87001 7.88832 3.72975  0.00
H60 6.17024 8.59237 5.24644  0.00
H61 5.21967 8.69078 2.39361  0.00
H62 5.63954 10.12822 3.24033  0.00
Cl5 7.45507 11.31599 4.52095  0.00
C32 6.95223 12.14101 6.00498  0.00
C33 7.38981 11.42893 7.24579  0.00
Cl6 7.24667 9.66240 7.18937  0.00
H63 5.88149 12.33158 5.98954  0.00
H64 7.47790 13.09538 6.05870  0.00
H65 6.67572 11.77033 7.99672  0.00
H66 8.39939 11.55820 7.62865  0.00
Cl7 0.11115 6.30228 1.48689  0.00
C34 0.98597 7.65890 0.77966  0.00
C35 2.48846 7.68542 1.12675  0.00
Cl8 3.36300 6.45327 0.15719  0.00
H67 0.49096 8.52270 1.22157  0.00
H68 0.79291 7.60439 -0.28967  0.00
H69 2.51649 7.43783 2.18694  0.00
H70 2.91623 8.67988 1.01986  0.00

Cartesian forces, eV/Å:
C 1.0 0.6 -2.1
C 0.0 -2.0 3.7
C 0.7 0.6 -0.8
C 0.2 -0.3 0.3
C -0.1 0.4 -0.5
C 0.4 -0.2 1.8
N -1.4 -0.4 -4.0
O 1.0 -0.1 3.3
C 0.8 -0.7 -1.1
C -0.9 -0.1 -1.7
C 0.1 1.5 -0.2
H -0.8 0.3 0.3
H -0.1 0.3 0.2
H 0.4 0.2 0.6
H -0.5 0.3 0.0
H 0.2 0.1 -0.4
H -0.4 -0.3 0.3
H -0.1 0.0 -0.1
H 0.1 -0.4 -0.6
H -0.4 0.1 0.0
H -0.4 0.8 0.5
H -0.3 -0.3 0.7
H 0.2 -0.3 -0.2
H 0.1 0.3 -0.1
H 0.1 -0.2 0.2
H 0.1 0.0 0.5
H 0.1 0.3 -0.1
H 0.1 -0.3 -0.6
H -0.3 -0.5 0.0
C -2.1 1.2 0.2
C 2.6 -0.9 0.0
C 0.2 -0.2 -0.3
C 0.3 -0.2 0.1
C 0.7 0.4 -0.7
C 0.1 -2.1 2.8
N -1.7 2.7 -0.8
O 2.6 -2.4 -1.2
C -0.8 0.4 -0.7
C -1.1 0.2 -0.7
C -0.5 0.3 1.2
H 0.6 -0.1 -0.2
H -0.1 0.1 0.0
H 0.4 0.0 0.5
H -0.9 0.2 -0.8
H -0.5 -0.6 0.9
H 0.1 0.0 0.2
H 0.0 0.6 -0.4
H -0.3 0.5 0.3
H -0.7 0.0 0.2
H 0.5 -0.3 0.1
H 0.3 -0.1 0.0
H 0.0 0.4 0.6
H 0.4 -0.2 -0.6
H -0.2 0.3 -0.1
H 0.2 0.4 0.3
H 0.1 -0.3 -0.4
H -0.1 -0.1 0.0
H -0.1 0.2 -0.3
C 0.0 1.3 -0.4
C 0.5 0.3 -0.6
C 0.3 0.0 -0.6
C -0.3 1.0 -0.5
C -1.8 -0.5 0.6
C 0.0 -1.5 -1.8
N 0.7 3.6 -1.6
O -1.5 -2.7 1.6
C -0.7 1.4 0.8
C 0.4 0.4 0.8
C -1.0 -0.2 0.0
H 0.7 -0.6 0.8
H 0.0 -0.9 0.0
H -0.1 0.0 -0.3
H 0.8 -0.3 0.1
H -0.7 -0.4 0.5
H 0.3 0.2 1.0
H 0.3 -0.2 -0.4
H 0.9 -0.5 0.1
H 0.0 0.7 -0.1
H 0.5 -0.5 -0.3
H 0.5 -0.1 0.0
H -0.3 -0.2 -0.1
H 0.1 0.0 0.0
H 0.2 -0.4 -0.4
H -0.1 -0.1 0.1
H -0.2 0.0 0.1
H 0.2 0.1 0.3
H 0.4 0.2 0.4
Cl -0.2 -0.5 0.5
C 1.3 0.6 -0.7
C 0.1 0.1 0.1
Cl -0.1 -0.7 0.2
H 0.2 -0.4 0.4
H 0.0 0.8 0.8
H -1.0 0.6 -0.6
H -0.2 -0.4 -0.6
Cl -0.5 -0.3 -0.1
C 0.4 0.0 1.0
C -0.5 0.1 -1.8
Cl 0.5 -0.1 0.2
H 0.2 0.5 0.1
H 0.1 0.0 -0.3
H -0.5 0.1 -0.1
H 0.3 -0.3 0.5
Cl 0.1 0.3 -0.2
C 0.8 0.5 -0.1
C -0.6 -0.5 1.1
Cl -0.2 -0.4 0.2
H 0.0 -0.3 -0.1
H -0.2 0.1 -0.4
H 0.3 -0.1 0.3
H 0.0 0.6 -0.5
Cl 0.0 -0.7 0.3
C 0.5 0.7 -0.2
C -1.4 -0.5 0.3
Cl 0.0 0.4 0.3
H 0.2 0.2 -0.2
H 0.2 0.2 0.0
H 0.6 -0.2 -0.1
H 0.1 -0.2 -0.4

As for the spin multiplicity: 4. The LUMO energy (spin up / spin down) comes out at 0.0161 / 0.0013 Ha. The HOMO energy (spin up / spin down) is -8.6 / -9.5 eV. The HOMO-LUMO gap (spin up / spin down) comes out at 9.04 / 9.49 eV.

=====

Number 1: calculated total energy -135760.45343 eV. Number 2: calculated total energy -148215.41726 eV.